Entry 1:
31
Properties=species:S:1:pos:R:3:forces:R:3:mulliken_charge:R:1 method="wB97M-V/def2-TZVPD" homo_ha="-0.19861 / -0.19832" spin_multiplicity=1 max_force_ha_per_bohr=0.0250 homo_lumo_gap_ha="0.2486 / 0.2449" e_lumo_ev="1.361 / 1.269" charge=-1 e_tot_ha=-7975.33826
Ni 0.672 -0.404 0.945 0.8 -0.5 -0.4 0.72
F -2.914 0.810 3.629 -0.1 0.0 0.1 -0.23
C -2.946 0.269 2.418 0.3 0.1 0.1 0.65
F -4.082 0.603 1.815 -0.2 0.0 0.0 -0.21
F -2.863 -1.044 2.511 -0.1 -0.1 0.1 -0.21
S -1.587 0.953 1.380 -0.8 0.8 0.0 1.15
O -1.494 0.074 0.245 -0.2 0.1 0.1 -0.64
O -1.924 2.326 1.147 0.1 -0.2 0.2 -0.64
N -0.319 0.773 2.418 0.4 -0.3 -1.2 -0.46
S 0.868 1.827 2.098 0.0 0.5 0.4 0.98
O 0.730 3.124 2.667 -0.1 0.0 -0.3 -0.56
O 1.227 1.688 0.680 -0.2 -0.5 0.4 -0.63
C 2.308 1.117 3.040 -0.4 0.3 0.2 0.72
F 2.060 1.263 4.337 0.3 -0.1 -0.1 -0.23
F 3.342 1.879 2.677 0.1 -0.2 0.2 -0.23
F 2.583 -0.148 2.780 0.1 0.0 0.1 -0.17
C 5.221 -1.350 0.217 0.1 0.0 0.0 -0.38
S 5.104 -1.765 -1.542 0.0 0.0 0.0 -0.10
C 3.684 -2.800 -1.505 0.1 0.0 0.0 -0.08
C 2.438 -2.437 -1.143 -0.1 -0.1 0.2 0.10
S 1.966 -0.801 -0.779 -0.3 -0.1 0.0 -0.25
S 1.267 -3.733 -1.175 -0.2 0.1 -0.1 0.00
C 2.290 -5.007 -1.721 0.0 0.0 0.0 0.02
S 1.780 -6.549 -1.984 0.0 0.0 0.0 -0.28
S 3.907 -4.471 -1.957 0.2 0.0 0.0 -0.11
H 6.099 -0.713 0.320 0.0 0.0 0.0 0.33
H 5.350 -2.254 0.808 0.0 0.0 0.0 0.29
H 4.329 -0.807 0.527 0.1 0.0 0.0 -0.14
Se 0.199 -2.562 1.717 0.2 0.2 -0.1 -0.05
C 0.069 -2.118 3.496 0.0 0.1 0.2 0.26
N -0.012 -1.877 4.623 0.0 0.0 -0.1 -0.63

=====

Entry 2:
19
Properties=species:S:1:pos:R:3:forces:R:3:mulliken_charge:R:1 method="wB97M-V/def2-TZVPD" homo_ha=-0.30776 spin_multiplicity=1 de_lowest_kcal_mol=60.0 max_force_ha_per_bohr=0.0745 homo_lumo_gap_ha=0.3230 e_lumo_ev=0.416 smiles="C=PSC.CNC" e_tot_ha=-953.80834
C 2.049 -1.383 0.220 -1.4 0.5 1.8 -0.47
P 2.267 0.211 0.567 -0.1 0.0 -0.4 0.07
S 3.959 0.422 -0.666 0.9 0.4 0.3 -0.15
C 4.139 2.238 -0.753 -1.9 -1.1 -2.5 -0.83
H 1.288 -1.995 0.722 0.3 0.3 -0.4 0.25
H 2.821 -1.824 -0.312 0.9 -1.4 -1.2 0.24
H 4.332 2.496 -1.827 0.2 -0.1 1.2 0.29
H 4.679 2.766 -0.046 1.8 0.5 1.3 0.33
H 3.125 2.505 -0.560 -0.8 0.8 -0.1 0.26
C -2.307 -1.127 1.273 -0.5 2.6 2.7 -0.83
N -2.143 -0.565 -0.041 -1.5 0.3 -0.5 -0.34
C -2.477 -1.566 -1.073 -1.9 0.8 0.2 -0.79
H -3.387 -1.106 1.725 1.5 -0.7 -1.2 0.29
H -1.848 -2.080 1.233 0.2 -1.1 0.7 0.34
H -1.774 -0.422 2.056 -0.6 -1.5 -1.5 0.23
H -2.843 0.163 -0.071 0.2 0.4 -0.5 0.22
H -1.655 -2.198 -1.018 1.4 -1.6 -0.5 0.31
H -3.413 -2.215 -0.849 1.1 1.2 -0.4 0.27
H -2.543 -1.082 -2.080 0.0 -0.5 0.9 0.30

=====

Entry 3:
103
Properties=species:S:1:pos:R:3:forces:R:3:mulliken_charge:R:1 method="wB97M-V/def2-TZVPD" homo_ha=-0.37156 spin_multiplicity=1 max_force_ha_per_bohr=0.1536 homo_lumo_gap_ha=0.0555 e_lumo_ev=-8.599 charge=+1 e_tot_ha=-8557.64567
C 4.181 -0.777 -0.120 -0.7 -1.0 0.9 -0.59
C 2.737 -0.997 0.292 -0.3 1.5 0.3 -0.68
N 1.845 0.170 0.656 -1.8 -0.2 -3.3 0.13
C 0.846 0.755 -0.317 -1.0 1.2 0.8 0.01
N 0.591 0.305 -1.600 1.0 0.6 2.2 0.03
C -0.458 0.907 -2.520 -0.8 -0.1 -1.9 -0.79
C -1.733 -0.122 -2.603 0.2 -1.2 -0.1 -0.28
C -2.330 -0.601 -1.149 -0.7 -0.5 -0.2 -0.23
C -3.566 0.321 -0.576 -0.4 -0.5 1.1 -0.71
C -3.125 1.465 0.512 0.6 0.3 -0.2 0.33
O -4.229 1.856 1.450 1.8 1.4 -0.4 -0.41
C -3.857 3.076 2.201 0.3 0.8 0.7 -0.18
C -3.634 2.847 3.809 0.5 0.8 0.2 -0.52
N 0.078 1.937 0.234 5.3 -4.1 4.1 -0.21
C 0.658 2.000 1.630 -0.6 -1.6 -4.1 -0.62
N 0.104 3.058 2.558 1.8 -1.4 -2.4 0.04
C 1.161 4.125 2.766 1.1 0.6 -0.2 -0.46
C 1.898 4.527 1.356 0.5 0.9 0.0 -0.74
N 1.707 0.925 1.810 -1.9 4.2 2.4 1.07
C 2.499 0.669 3.110 -0.8 -1.8 0.4 -0.90
C 1.488 -0.302 4.022 -1.5 2.5 -0.8 -0.14
C 1.514 0.059 5.622 0.4 -2.5 0.2 -1.05
I 1.763 -2.445 3.571 -0.1 1.0 0.5 0.07
H 5.066 -0.692 0.665 -1.6 -0.6 -1.8 0.32
H 4.376 -0.681 -1.273 -0.2 -0.6 1.4 0.26
H 2.291 -2.079 0.297 0.4 2.5 -1.0 0.37
H 1.114 -0.539 -1.952 -0.9 1.4 0.7 0.28
H 0.043 0.935 -3.603 -1.1 -0.1 2.4 0.35
H -0.745 2.016 -2.275 0.8 -2.3 0.1 0.30
H -2.610 0.254 -3.320 2.1 -0.6 1.7 0.45
H -1.323 -1.112 -3.130 -0.9 2.2 1.0 -0.04
H -2.792 -1.688 -1.326 1.0 2.4 0.3 0.38
H -1.501 -0.756 -0.315 -1.6 0.5 -1.7 0.04
H -4.141 0.814 -1.468 1.1 -0.9 1.8 0.25
H -4.302 -0.431 -0.013 1.5 1.8 -1.2 0.26
H -2.779 2.430 -0.099 -0.6 -2.0 1.4 0.23
H -2.243 1.108 1.222 -1.6 0.5 -1.7 -0.19
H -2.850 3.555 1.785 -2.0 -1.1 0.7 0.03
H -4.670 3.936 2.096 1.4 -2.1 -0.1 0.31
H -3.685 3.915 4.324 0.1 -2.2 -1.1 0.26
H -4.452 2.192 4.336 1.6 1.1 -1.3 0.19
H -2.540 2.441 4.056 -2.5 0.6 -0.6 0.06
H -0.679 3.532 2.021 1.1 -1.2 0.5 0.35
H 0.604 5.081 3.165 1.2 -2.1 -0.5 0.39
H 1.942 3.680 3.548 -1.7 1.4 -1.6 0.17
H 2.841 3.855 1.116 -2.1 1.2 0.5 0.17
H 1.142 4.499 0.454 1.5 -0.1 1.9 0.24
H 2.298 5.641 1.412 -0.8 -2.4 0.0 0.37
H 2.708 1.646 3.720 -0.4 -1.8 -1.6 0.24
H 3.469 0.041 2.867 -1.9 1.7 0.3 0.36
H 0.385 -0.042 3.644 2.5 -0.7 0.8 0.27
H 1.438 1.237 5.783 0.1 -1.4 -0.8 0.24
H 0.603 -0.441 6.206 2.1 0.8 -1.7 0.48
H 2.524 -0.341 6.057 -2.0 0.8 -0.8 0.49
Cl 1.430 1.339 7.620 -0.1 1.0 1.3 -0.22
C -3.433 3.032 7.843 1.5 1.0 -1.2 0.78
O -3.581 3.553 6.749 -0.6 -0.1 0.3 -0.52
N -2.244 2.987 8.473 0.6 0.0 0.2 -0.38
N -4.444 2.458 8.518 -1.1 -0.7 1.2 -0.14
H -2.103 2.564 9.374 0.1 0.1 -0.1 0.16
H -1.456 3.409 7.999 -0.2 -0.2 0.2 0.23
H -5.356 2.470 8.080 4.2 -1.1 1.2 0.00
H -4.342 2.024 9.420 -0.2 -0.1 0.0 0.16
F -1.359 -3.925 -6.480 3.2 -4.7 0.7 -0.34
P -1.956 -2.665 -5.783 -0.5 -0.4 -0.6 1.02
F -0.496 -2.191 -5.517 5.9 -1.3 0.9 -0.34
F -1.888 -3.447 -4.437 3.5 -2.6 4.3 -0.33
F -2.628 -2.735 -7.188 -3.3 2.5 -3.7 -0.30
F -1.981 -1.112 -5.914 -3.1 4.9 -0.4 -0.33
F -3.385 -2.578 -5.167 -5.5 1.5 -0.7 -0.34
Mg -6.756 2.765 7.656 -4.1 1.1 -1.5 0.41
Br 5.944 0.875 1.029 0.2 1.3 0.2 -0.39
Al 5.644 -2.521 -1.171 0.2 -0.1 0.2 0.80
C 7.144 -6.556 -3.694 0.0 -0.3 -0.2 0.32
Cl 7.927 -7.853 -4.632 -0.3 0.5 0.3 -0.08
Cl 8.283 -5.935 -2.473 -0.2 -0.1 -0.2 -0.10
Cl 6.669 -5.234 -4.790 0.1 -0.2 0.3 -0.08
Cl 5.696 -7.203 -2.881 0.3 0.2 -0.2 -0.08
C 9.268 0.593 -0.288 0.5 0.6 0.7 0.80
O 9.850 1.316 0.507 0.1 0.1 0.1 -0.32
O 8.989 -0.596 -0.098 -0.2 -1.2 0.1 -0.27
O 8.869 0.940 -1.405 -0.3 0.3 -1.0 -0.24
C -0.586 -6.118 4.252 0.1 -0.2 0.0 -0.97
C -1.503 -5.285 3.382 0.0 0.0 0.3 -0.04
O -2.772 -5.148 4.005 -0.2 0.2 0.2 -0.51
H -1.017 -7.110 4.426 0.1 0.1 -0.1 0.30
H 0.395 -6.237 3.784 0.0 0.0 0.1 0.28
H -0.454 -5.652 5.234 0.1 0.0 -0.1 0.30
H -1.650 -5.765 2.410 -0.2 0.1 0.2 0.28
H -1.086 -4.287 3.214 0.2 0.0 -0.2 0.10
H -2.632 -4.713 4.863 -0.1 -0.3 -0.5 0.29
C -2.086 -1.639 -9.727 -0.1 -0.4 0.6 -0.53
O -2.238 -0.553 -10.639 0.7 1.5 -0.2 -0.32
C -1.551 0.565 -10.296 0.1 -0.6 0.5 0.76
O -0.846 0.699 -9.308 -0.9 0.0 -1.5 -0.54
O -1.784 1.509 -11.242 0.1 -0.5 0.5 -0.31
C -1.120 2.750 -11.010 0.2 0.3 0.0 -0.61
H -2.678 -2.479 -10.100 0.0 0.4 -0.1 0.26
H -1.039 -1.953 -9.672 -0.2 0.2 0.1 0.29
H -2.462 -1.366 -8.736 0.3 0.0 -0.4 0.25
H -0.034 2.611 -11.006 -0.2 0.0 0.2 0.28
H -1.457 3.198 -10.070 0.2 -0.2 -0.1 0.28
H -1.377 3.429 -11.827 -0.1 -0.4 0.0 0.22

=====

Entry 4:
110
Properties=species:S:1:pos:R:3:forces:R:3:mulliken_charge:R:1 method="wB97M-V/def2-TZVPD" homo_ha=-0.28876 spin_multiplicity=1 max_force_ha_per_bohr=0.1556 homo_lumo_gap_ha=0.2393 e_lumo_ev=-1.346 e_tot_ha=-5753.98500
C -4.065 -2.115 1.056 0.7 -1.0 0.3 -0.92
C -2.487 -2.274 1.526 -0.7 -0.4 0.5 -0.08
C -1.564 -0.946 1.257 -0.4 0.2 0.3 0.65
C -0.712 -0.597 2.644 0.2 0.1 -0.1 -0.62
C -0.605 -1.035 -0.081 2.0 1.2 -2.4 0.21
C -0.078 -2.456 -0.708 2.2 3.5 -2.8 -0.49
C 0.905 -2.392 -2.018 -1.7 1.8 2.4 -0.52
C 1.387 -0.975 -2.728 -0.3 -0.1 0.5 0.13
N 2.291 -1.078 -3.922 -1.4 5.8 1.9 -0.45
C 2.696 0.268 -4.453 -3.1 -0.8 2.1 0.32
P 3.916 0.267 -5.963 0.3 -0.5 0.5 0.11
C 3.296 -0.937 -7.321 -1.4 -0.5 -0.9 -0.91
C 4.023 1.988 -6.782 -0.2 0.8 -1.2 -0.61
C 2.156 1.663 -3.813 -1.0 -1.3 1.9 -0.18
N 1.244 1.818 -2.627 2.9 -5.7 -3.7 -0.30
C 0.877 0.449 -2.130 -0.7 -0.6 1.2 0.48
C -0.123 0.386 -0.795 0.3 -3.8 -0.1 -0.14
N -0.627 1.672 -0.121 -4.6 1.2 -6.4 -0.12
C -1.509 2.338 -0.979 4.3 1.0 1.4 0.17
S -2.072 3.600 -2.026 1.4 -4.4 3.6 -0.11
H -4.148 -1.790 -0.066 0.1 -0.4 2.2 0.33
H -4.601 -1.387 1.809 0.9 -1.4 -1.8 0.26
H -4.532 -3.210 1.131 0.8 2.5 -0.1 0.14
H -2.082 -3.267 1.056 -0.5 2.1 0.8 0.20
H -2.527 -2.465 2.703 0.2 0.4 -2.6 -0.21
H -2.314 -0.030 1.118 1.7 -2.0 0.1 0.19
H -1.284 -0.932 3.627 1.0 0.6 -2.3 0.09
H 0.329 -1.157 2.654 -2.1 1.3 -0.1 0.26
H -0.587 0.573 2.705 0.1 -2.4 -0.1 0.12
H -0.347 -3.509 -0.242 0.6 2.6 -1.1 0.17
H 1.306 -3.421 -2.449 -0.9 2.6 0.9 0.28
H 3.269 -2.047 -6.945 0.1 2.3 -0.5 0.31
H 4.037 -0.909 -8.252 -1.5 0.2 2.1 0.28
H 2.191 -0.664 -7.674 2.4 -0.6 0.6 0.29
H 3.757 1.886 -7.941 0.6 0.2 2.5 0.26
H 3.289 2.794 -6.358 1.5 -1.5 -0.7 0.33
H 5.161 2.326 -6.705 -2.8 -0.6 -0.1 0.05
H 2.561 2.672 -4.307 -1.1 -2.5 1.4 0.12
C -8.806 -4.864 4.615 -0.6 -0.4 0.9 -0.80
C -8.289 -3.500 4.135 0.3 -0.1 0.9 0.93
C -8.362 -3.283 2.629 0.2 0.7 -0.9 0.02
F -7.595 -4.165 1.949 -0.2 0.5 0.2 -0.19
F -7.899 -2.045 2.303 -0.1 -0.1 0.4 -0.27
F -7.025 -3.310 4.601 -0.6 -0.1 -0.6 -0.19
F -9.054 -2.540 4.745 0.0 -0.3 -0.6 -0.35
O -7.806 -5.855 4.860 0.6 -0.2 -1.9 -0.41
C -7.417 -6.626 3.725 -1.8 0.2 1.1 0.75
C -5.926 -6.480 3.398 0.9 0.2 -0.2 0.19
F -5.608 -5.194 3.098 -0.3 -0.4 0.2 -0.12
F -5.586 -7.226 2.312 -0.5 0.0 0.3 -0.28
F -8.217 -6.320 2.677 0.6 -0.7 0.2 -0.28
F -7.695 -7.918 4.045 0.6 0.4 -0.2 -0.31
H -9.264 -4.695 5.597 0.3 0.1 -0.2 0.40
H -9.625 -5.247 3.995 0.3 0.2 -0.1 0.39
H -9.389 -3.357 2.264 -0.1 -0.1 0.2 0.29
H -5.305 -6.795 4.241 -0.2 0.0 0.1 0.20
C -3.058 -0.560 7.696 0.8 0.8 -0.4 -0.71
C -4.253 -0.439 8.653 -0.4 0.6 -0.9 0.87
C -4.415 -1.602 9.623 -0.6 -0.5 0.8 0.07
F -4.643 -2.772 8.984 -0.1 0.4 0.3 -0.17
F -5.487 -1.398 10.438 0.2 0.3 -0.2 -0.28
F -5.388 -0.237 7.929 0.3 -0.3 0.3 -0.26
F -4.073 0.707 9.382 0.2 -0.6 0.2 -0.34
O -3.358 -1.046 6.386 -0.5 -1.8 0.5 -0.37
C -3.360 -2.466 6.245 1.3 1.4 0.6 0.63
C -4.719 -3.011 5.793 -0.9 -0.1 -0.1 0.54
F -5.692 -2.729 6.698 0.7 0.1 -0.2 -0.29
F -4.688 -4.365 5.668 0.5 0.3 0.1 -0.28
F -2.921 -3.033 7.394 -0.1 -0.3 -0.9 -0.30
F -2.416 -2.743 5.306 -0.6 -0.1 0.1 -0.29
H -2.690 0.460 7.527 -0.3 -0.2 0.0 0.45
H -2.208 -1.085 8.148 -0.4 -0.1 0.0 0.31
H -3.535 -1.716 10.260 0.1 0.1 -0.1 0.26
H -5.016 -2.583 4.832 0.3 0.1 0.1 0.15
C 1.229 3.777 1.966 -1.0 -0.6 -0.1 -0.66
C 1.497 5.284 1.848 -0.5 -0.1 0.9 0.91
C 2.752 5.651 1.066 0.6 0.8 -0.4 0.09
F 3.875 5.178 1.653 -0.3 0.4 -0.2 -0.21
F 2.896 7.003 1.001 -0.3 -0.2 0.1 -0.29
F 1.511 5.836 3.092 0.3 -0.1 -0.4 -0.29
F 0.417 5.839 1.211 0.5 -0.2 -0.3 -0.32
O 1.645 3.166 3.189 2.0 0.2 -0.2 -0.41
C 3.002 2.726 3.222 -1.8 -0.5 -1.2 0.78
C 3.818 3.414 4.323 0.5 0.6 0.6 0.19
F 3.871 4.758 4.133 -0.2 -0.5 0.0 -0.22
F 5.105 2.973 4.328 -0.4 -0.2 -0.3 -0.26
F 3.552 2.867 1.993 0.3 -0.5 0.8 -0.28
F 2.947 1.387 3.457 0.3 0.6 0.3 -0.28
H 0.139 3.654 1.961 0.2 0.2 0.1 0.39
H 1.570 3.217 1.087 0.1 0.3 0.2 0.29
H 2.707 5.275 0.041 -0.1 -0.1 0.0 0.31
H 3.385 3.228 5.309 -0.1 -0.1 -0.2 0.23
C 9.407 4.457 -9.519 0.8 0.7 -0.4 -0.71
C 8.211 4.578 -8.563 -0.4 0.6 -0.8 0.84
C 8.050 3.416 -7.592 -0.4 -0.5 0.8 0.14
F 7.821 2.246 -8.232 -0.1 0.4 0.4 -0.22
F 6.978 3.620 -6.777 0.2 0.3 -0.2 -0.30
F 7.077 4.781 -9.286 0.2 -0.3 0.3 -0.27
F 8.392 5.725 -7.833 0.2 -0.6 0.2 -0.33
O 9.107 3.972 -10.829 -0.5 -1.8 0.6 -0.40
C 9.105 2.552 -10.970 1.5 1.4 0.5 0.74
C 7.745 2.006 -11.422 -0.9 -0.3 -0.2 0.20
F 6.773 2.289 -10.518 0.4 0.1 -0.3 -0.19
F 7.777 0.653 -11.547 0.4 0.4 0.1 -0.25
F 9.544 1.985 -9.822 -0.2 -0.3 -0.9 -0.26
F 10.049 2.275 -11.909 -0.7 -0.1 0.1 -0.29
H 9.774 5.477 -9.688 -0.3 -0.2 0.0 0.42
H 10.257 3.933 -9.068 -0.4 -0.1 0.0 0.34
H 8.930 3.302 -6.955 0.1 0.1 -0.1 0.30
H 7.449 2.435 -12.383 0.2 0.1 0.0 0.23